17
Properties=species:S:1:pos:R:3:lowdin_charge:R:1 method="wB97M-V/def2-TZVPD" total_charge=+1 homo_ev="-11.95 / -12.50" lumo_ev="-5.7 / -4.6" e_above_lowest_kcal_mol=56.1
C 0.30 0.93 -0.18 -0.153
C -2.27 -0.93 1.05 -0.043
C 1.63 0.99 0.26 -0.123
C -1.00 -1.12 0.57 -0.229
N 0.11 0.53 -1.54 0.048
N 2.73 1.05 -0.49 0.174
F -0.85 -1.70 -0.58 0.086
H -0.47 1.51 0.29 0.122
H -2.24 -0.50 2.11 0.140
H -2.94 -0.37 0.39 0.110
H -2.72 -1.98 0.98 0.152
H 1.78 1.21 1.31 0.136
H -0.06 -1.32 1.13 0.145
H -0.86 0.34 -1.82 0.104
H 0.72 -0.27 -1.77 0.103
H 2.56 0.92 -1.49 0.130
H 3.59 0.70 -0.21 0.097